The following is a DFT calculation (ωB97M-V with the def2-TZVPD basis set) of C33H66F3GaN5O3 as an isolated structure at a distorted geometry.

Results
- Maximum force: 4.7 eV Å⁻¹
- Kohn-Sham gap: 6.625 eV
- Total energy: -109407.78123 eV

ORCA input file:
```
! wB97M-V def2-TZVPD RIJCOSX def2/J DEFGRID3
* xyz -1 1
Ga 0.2723 -3.5482 0.1147
F 0.4016 -7.1301 1.3929
F -1.8249 -7.2293 2.1954
F -0.0578 -7.1958 3.6142
O -0.4811 -5.2906 2.4403
O -2.8952 1.1829 2.4165
O -0.9054 0.2650 1.5973
N 0.4017 -4.1296 -1.7340
N 9.3437 -4.7854 -0.7892
N -2.2179 5.7674 1.1969
N 3.6294 -1.7417 2.5450
N -8.1741 4.7611 -2.8240
C -10.0899 6.3629 -2.9769
C -1.7128 0.8012 2.6386
C -0.5297 -6.6876 2.3585
C -7.3730 3.9113 -1.9454
C -1.4359 4.6957 0.5868
C -1.0719 -4.6389 1.2628
C -1.8384 -0.1930 5.0415
C 0.5567 -5.4205 -1.8589
C -9.0588 5.6651 -2.0973
C 2.0208 -6.0424 -2.1967
C 4.6447 -4.0273 1.6224
C 11.1733 -4.9681 0.9898
C -6.3458 4.5946 -1.0426
C -7.4556 5.3348 -3.9568
C -1.2386 -1.1665 1.3875
C 4.6815 -2.6869 2.3826
C 10.0643 -4.2159 -1.9223
C -0.6271 -6.5163 -1.7572
C 2.1354 -3.3532 1.0190
C 7.4389 -3.1679 -0.9358
C -6.5413 6.5292 -3.6848
C -0.4901 -1.5964 0.0350
C -2.0144 4.0128 -0.6517
C 8.4660 -3.8747 -0.0596
C 3.2945 -4.3847 0.8992
C -2.1651 7.0500 0.5016
C -3.6038 4.2229 2.5950
C -2.9089 7.1668 -0.8300
C 10.1389 -5.6417 0.0866
C -1.0983 0.9166 4.1112
C -3.5609 5.4106 1.6413
C 2.4221 -2.0935 1.8751
C 10.9878 -3.0286 -1.6508
H -1.5078 3.0566 -0.8131
H 10.5414 -2.2936 -0.9776
H -2.3728 6.6680 -1.6370
H 1.5477 -1.3510 1.9811
H -0.4335 5.0687 0.3483
H 9.3306 -3.9102 -2.6762
H 6.7742 -2.5645 -0.3118
H 2.1420 -7.1188 -1.8385
H -8.4954 6.4283 -1.5438
H -2.5627 7.8168 1.1772
H -4.6292 4.0631 2.9406
H 5.6853 -2.4202 2.8805
H 10.6438 -6.4055 -0.5156
H 0.4444 -0.9319 -0.1067
H -1.6395 -6.0648 -1.4955
H -4.2274 5.2043 0.7941
H 9.4486 -6.2032 0.7266
H -5.4639 4.9090 -1.6008
H 10.7684 -4.1006 1.5151
H -10.6983 5.6378 -3.5238
H -9.6241 7.0413 -3.6960
H 11.2101 -2.5143 -2.5910
H -1.6404 -5.3528 0.5796
H -0.8592 -1.7963 2.2600
H -9.6158 5.0862 -1.3527
H 2.8707 -5.3450 -1.8934
H -1.1391 -0.6773 5.7983
H 6.8235 -3.8870 -1.4825
H -2.7387 0.3094 5.5240
H -3.2782 3.2986 2.1130
H -2.9924 8.2217 -1.1116
H 7.9058 -4.4502 0.6854
H -3.9231 6.7644 -0.7796
H -2.1899 -1.0161 4.3206
H 10.6405 -5.0045 -2.4193
H -6.7581 5.4600 -0.5188
H 5.5248 -4.7467 1.5265
H -3.0817 3.8014 -0.5558
H 0.0228 0.6549 4.0331
H -6.0012 3.8887 -0.2805
H -10.7605 6.9624 -2.3549
H 12.0570 -4.6597 0.4316
H -1.8608 -3.8984 1.6732
H 9.0364 -3.1166 0.4939
H -8.1904 5.6344 -4.7126
H -1.8566 4.6089 -1.5518
H -5.5843 6.2172 -3.2653
H -6.3212 7.0441 -4.6251
H -6.8730 4.5502 -4.4518
H 7.9087 -2.4919 -1.6549
H -8.0597 3.3451 -1.3055
H -2.3666 -1.2776 1.2338
H -6.8616 3.1509 -2.5456
H 11.9434 -3.3481 -1.2333
H 11.5128 -5.6783 1.7505
H -3.9916 6.2639 2.1779
H -1.2575 3.9266 1.3463
H -0.3392 -7.4204 -1.1133
H 3.1636 -5.3479 0.3153
H 2.0556 -6.0897 -3.3538
H -2.9774 4.3985 3.4740
H -6.9943 7.2617 -3.0131
H -1.1605 -1.5271 -0.8947
H -1.1739 1.9731 4.5504
H -0.7394 -6.9353 -2.8320
H -1.1183 7.3333 0.3445
*
```

These are the Mulliken partial charges, in e, on atoms 1 to 6: number 1, Ga, carries -0.03; number 2, F, carries -0.22; number 3, F, carries -0.24; number 4, F, carries -0.29; number 5, O, carries -0.34; number 6, O, carries -0.67